Record 1
ORCA calculation (the ωB97M-V functional and the def2-TZVPD basis) on a 4-piece molecular cluster, C19H38N6O4 overall.

Each line ends with the Löwdin charge.
Atoms and positions in Å:
C (-5.87652, -0.38054, 0.99552)  -0.131
C (-4.36726, -0.75900, 1.47229)  -0.231
C (-4.42024, -2.08085, 2.43109)  -0.218
N (-3.05101, -2.44206, 2.90902)  -0.052
C (-2.49920, -1.41974, 3.85004)  -0.232
C (-2.22669, -1.98998, 5.33287)  -0.099
N (-1.97498, -2.69785, 6.28663)  0.122
C (-1.01583, -1.01807, 3.25512)  -0.255
C (-0.46963, 0.28933, 3.96366)  -0.114
N (-0.25796, 1.38659, 4.44728)  0.155
O (-1.10607, -1.04758, 1.83822)  -0.153
C (-0.73726, 0.15717, 1.14242)  -0.206
C (0.87925, 0.35031, 0.93830)  -0.195
C (1.44387, 1.71755, 1.58745)  -0.151
H (-6.12184, 0.71665, 1.27288)  0.076
H (-6.60356, -1.04572, 1.61310)  0.072
H (-6.06540, -0.58642, -0.11834)  0.074
H (-3.66916, -0.91059, 0.56151)  0.113
H (-3.96182, 0.16659, 2.03227)  0.096
H (-4.89193, -2.94028, 1.81642)  0.134
H (-5.12003, -1.83150, 3.32982)  0.126
H (-3.00119, -3.38754, 3.31420)  0.123
H (-3.16515, -0.48493, 3.93925)  0.149
H (-0.32897, -1.89866, 3.58478)  0.167
H (-1.12789, 0.02378, 0.05228)  0.131
H (-1.25236, 1.12638, 1.50470)  0.127
H (1.46701, -0.58362, 1.30490)  0.127
H (1.11548, 0.41212, -0.19919)  0.086
H (2.26893, 2.12774, 0.88723)  0.072
H (1.97620, 1.43895, 2.58008)  0.069
H (0.63994, 2.51328, 1.79456)  0.069
C (0.11341, 0.10624, -5.07661)  -0.013
C (0.46548, 0.45987, -3.65828)  -0.544
O (0.89005, -0.37201, -2.86477)  0.018
N (0.30056, 1.75372, -3.26013)  0.000
C (-0.18232, 2.87432, -4.03568)  -0.086
H (0.29809, -0.95613, -5.24157)  0.092
H (-0.94491, 0.30592, -5.26058)  0.090
H (0.73455, 0.67632, -5.77067)  0.041
H (0.55818, 1.91230, -2.29567)  0.129
H (0.59480, 3.64198, -4.04855)  0.079
H (-1.07144, 3.27389, -3.54303)  0.081
H (-0.43020, 2.59266, -5.05766)  0.075
C (2.40105, 2.68347, -7.53515)  0.000
C (2.02676, 1.41242, -8.24850)  -0.529
O (1.38001, 0.52588, -7.70263)  0.017
N (2.42807, 1.26073, -9.54018)  0.004
C (3.19101, 2.18007, -10.35543)  -0.078
H (2.01051, 2.65530, -6.51658)  0.070
H (3.48775, 2.77983, -7.48586)  0.090
H (1.96601, 3.54374, -8.04847)  0.089
H (2.13856, 0.38282, -9.94888)  0.143
H (2.59478, 2.43341, -11.23455)  0.084
H (4.10468, 1.67543, -10.67627)  0.084
H (3.44981, 3.09098, -9.81878)  0.075
C (3.94322, -2.77626, 7.66200)  -0.016
C (3.38940, -1.84434, 6.61853)  -0.557
O (4.09320, -1.35789, 5.74203)  0.019
N (2.06207, -1.54465, 6.66684)  0.004
C (1.07092, -2.01086, 7.61259)  -0.084
H (5.01146, -2.91691, 7.49051)  0.083
H (3.80625, -2.34856, 8.65759)  0.084
H (3.45122, -3.74905, 7.59523)  0.084
H (1.76716, -0.91376, 5.93393)  0.124
H (0.28784, -2.52963, 7.05655)  0.038
H (0.63988, -1.13980, 8.11081)  0.086
H (1.49339, -2.68292, 8.35755)  0.075

Summary:
Frontier orbital gap   9.60 eV
Spin multiplicity   1
Calculated total energy   -37446.1221 eV


Record 2
ORCA calculation (the ωB97M-V functional and the def2-TZVPD basis) on the molecule C19H38O2.

Each line ends with the Löwdin charge.
Atoms and positions in Å:
C (3.12793, 0.59061, -4.45894)  -0.115
C (4.23783, -0.33963, -4.93491)  -0.272
C (4.96897, -1.03989, -3.78894)  -0.231
C (4.09960, -2.05186, -3.04548)  -0.229
C (4.89386, -2.79490, -1.97194)  -0.215
C (4.04489, -3.78540, -1.16272)  -0.213
C (3.56627, -3.24700, 0.18705)  -0.223
C (2.61022, -2.06147, 0.08464)  -0.229
C (2.05686, -1.66220, 1.45095)  -0.225
C (1.11484, -0.46366, 1.36164)  -0.226
C (0.55004, -0.08504, 2.72905)  -0.224
C (-0.30139, 1.18466, 2.70693)  -0.222
C (-1.59996, 1.03185, 1.91693)  -0.225
C (-2.48358, 2.27085, 2.05067)  -0.216
C (-3.72778, 2.23012, 1.16323)  -0.206
C (-4.71610, 1.13654, 1.56451)  -0.198
C (-6.01178, 1.21695, 0.74925)  -0.095
C (-6.76290, 2.49331, 1.04502)  -0.528
O (-6.95596, 3.38917, 0.26654)  0.111
O (-7.20198, 2.51154, 2.31113)  -0.044
C (-7.90779, 3.67596, 2.71339)  -0.050
H (-7.26305, 4.55443, 2.64184)  0.097
H (-8.78043, 3.82991, 2.07540)  0.096
H (-8.21141, 3.50833, 3.74350)  0.092
H (-5.79164, 1.18980, -0.31825)  0.126
H (-6.65669, 0.37569, 1.00811)  0.124
H (-4.95833, 1.23094, 2.62474)  0.118
H (-4.26780, 0.15521, 1.40386)  0.109
H (-4.23033, 3.19851, 1.21999)  0.113
H (-3.42657, 2.08042, 0.12396)  0.120
H (-1.89393, 3.15023, 1.78030)  0.113
H (-2.78789, 2.38764, 3.09366)  0.115
H (-2.13479, 0.15443, 2.28464)  0.111
H (-1.37281, 0.87170, 0.86176)  0.112
H (-0.54975, 1.45461, 3.73664)  0.111
H (0.28473, 2.00445, 2.28487)  0.113
H (1.38290, 0.06651, 3.42051)  0.110
H (-0.04878, -0.91405, 3.11397)  0.113
H (0.29854, -0.70529, 0.67878)  0.108
H (1.65518, 0.39043, 0.94625)  0.119
H (1.52090, -2.50941, 1.88608)  0.117
H (2.88708, -1.42078, 2.11937)  0.117
H (3.13019, -1.20532, -0.34786)  0.108
H (1.78040, -2.32278, -0.57668)  0.119
H (4.43443, -2.95672, 0.78409)  0.114
H (3.06087, -4.05733, 0.71966)  0.110
H (3.17974, -4.08962, -1.75588)  0.109
H (4.63490, -4.68380, -0.96711)  0.103
H (5.35242, -2.07179, -1.29407)  0.112
H (5.70710, -3.33403, -2.46387)  0.108
H (3.70283, -2.77652, -3.76112)  0.120
H (3.25400, -1.54135, -2.58672)  0.090
H (5.84152, -1.55851, -4.19491)  0.110
H (5.33276, -0.28868, -3.08346)  0.113
H (4.96405, 0.24362, -5.50650)  0.101
H (3.81772, -1.09182, -5.60669)  0.104
H (2.69250, 1.12142, -5.30269)  0.067
H (3.52166, 1.32483, -3.75911)  0.072
H (2.33568, 0.03419, -3.96508)  0.062

Summary:
Frontier orbital gap   11.17 eV
Energy relative to the best compared isomer or geometry (same formula, charge and spin)   62.84 kJ/mol
Spin multiplicity   1
Calculated total energy   -24415.6264 eV


Record 3
ORCA calculation (the ωB97M-V functional and the def2-TZVPD basis) on C19H39MgN3O8S3 as an isolated structure.

Each line ends with the Löwdin charge.
Atoms and positions in Å:
Mg (23.34802, 18.15658, 6.94614)  1.102
C (22.47899, 20.72589, 7.84193)  -1.053
O (22.86679, 20.70088, 6.70795)  -0.013
O (23.43800, 20.26861, 8.45552)  -0.030
O (21.69056, 19.78854, 7.95757)  -0.033
C (17.58746, 22.09533, 9.62228)  -0.075
C (16.51375, 22.55879, 8.76831)  -0.287
N (15.64748, 22.96068, 8.08780)  0.115
H (17.24151, 22.19707, 10.65090)  0.086
H (18.48675, 22.64555, 9.34545)  0.081
H (17.83930, 21.04455, 9.47896)  0.081
C (21.59719, 17.73272, 12.32197)  -0.085
C (20.24732, 17.28741, 12.11211)  -0.281
N (19.13400, 16.96175, 11.89913)  0.120
H (21.75610, 18.71918, 11.88637)  0.082
H (22.36118, 17.12866, 11.83254)  0.080
H (21.78934, 17.74028, 13.39487)  0.084
C (26.57971, 23.06450, 5.39398)  -0.085
C (27.45059, 22.38579, 4.48139)  -0.280
N (28.23315, 21.85252, 3.75710)  0.112
H (25.56922, 23.08859, 4.98598)  0.084
H (26.90082, 24.06909, 5.66927)  0.087
H (26.51427, 22.48082, 6.31221)  0.085
C (23.64722, 18.79151, 1.96812)  -0.219
S (22.53997, 17.31296, 2.50975)  0.854
O (22.43077, 17.41875, 4.01242)  -0.644
C (21.01523, 18.13086, 1.86757)  -0.258
H (23.28281, 19.72293, 2.40143)  0.048
H (23.69031, 18.85170, 0.88063)  0.046
H (24.63673, 18.71333, 2.41851)  0.042
H (21.01728, 19.16689, 2.20631)  0.048
H (20.15598, 17.64596, 2.33089)  0.048
H (21.00818, 18.17091, 0.77833)  0.053
C (28.83658, 16.29103, 6.12746)  -0.235
S (27.83864, 17.70307, 6.81669)  0.827
O (26.39359, 17.58287, 6.40865)  -0.633
C (27.92178, 17.43254, 8.62857)  -0.256
H (29.89579, 16.33068, 6.38169)  0.054
H (28.67767, 16.27090, 5.04929)  0.048
H (28.41262, 15.33659, 6.43956)  0.049
H (27.39923, 18.17186, 9.23557)  0.052
H (28.96531, 17.46810, 8.94144)  0.049
H (27.47637, 16.48669, 8.93693)  0.053
C (23.85486, 22.44847, 13.03680)  -0.234
S (22.17535, 23.16416, 12.54319)  0.814
O (21.71126, 23.87739, 13.78663)  -0.584
C (22.71350, 24.50560, 11.48652)  -0.285
H (24.51385, 23.26148, 13.34149)  0.043
H (24.35277, 22.01675, 12.16859)  0.039
H (23.77944, 21.80047, 13.91003)  0.045
H (21.89122, 25.10065, 11.08919)  0.055
H (23.29044, 24.06008, 10.67614)  0.045
H (23.37930, 25.17854, 12.02686)  0.056
C (17.95621, 15.98374, 6.61392)  -0.022
C (16.67819, 16.71244, 6.49027)  -0.486
O (15.57312, 16.20412, 6.62133)  0.048
C (16.66066, 18.20737, 6.10180)  -0.022
H (18.31314, 15.59602, 5.65979)  0.092
H (17.80564, 15.18927, 7.34484)  0.091
H (18.65763, 16.72038, 7.00567)  0.076
H (16.47487, 18.29313, 5.03118)  0.079
H (17.61569, 18.70353, 6.27454)  0.064
H (15.86565, 18.75148, 6.61170)  0.081
C (21.84830, 25.96192, 6.09228)  -0.024
C (20.34806, 25.74829, 6.20522)  -0.504
O (19.73333, 26.19726, 7.14367)  0.065
C (19.73591, 24.74089, 5.25368)  -0.023
H (22.24081, 24.96778, 6.30613)  0.079
H (22.11519, 26.63920, 6.90355)  0.080
H (22.16654, 26.28878, 5.10234)  0.081
H (19.84690, 24.95541, 4.19078)  0.081
H (18.69424, 24.62847, 5.55430)  0.082
H (20.18606, 23.76196, 5.41848)  0.080

Summary:
Frontier orbital gap   4.88 eV
Energy relative to the best compared isomer or geometry (same formula, charge and spin)   467.05 kJ/mol
Spin multiplicity   1
Calculated total energy   -79123.2524 eV


- Look up the frontier orbital gap of the first one.
  9.60 eV


- Which formula does entry 3 have?
  C19H39MgN3O8S3